[1]
Molecular formula: C21H24NO4
Method: DFT, ωB97M-V/def2-TZVPD

**Total charge**: +1
**HOMO energy**: -11.46 eV
**Electronic energy**: -1170.07416 hartree
**Kohn-Sham gap**: 6.4 eV
**ΔE to the lowest compared entry with this formula, charge and spin**: 1.762 eV

Each line ends with the Löwdin charge.
CARTESIAN COORDINATES (ANGSTROEM)
C1 4.98424 2.41257 -3.34686  -0.10
C2 3.45605 2.40370 -3.22850  -0.08
C3 3.17491 1.16860 -2.41286  -0.12
C4 4.42459 0.57518 -2.12080  -0.18
O1 5.49960 1.25217 -2.60687  0.03
C5 4.54627 -0.56927 -1.31255  0.04
C6 3.40495 -1.05721 -0.70420  0.01
C7 2.10028 -0.54077 -1.02621  -0.18
C8 0.87356 -1.10276 -0.58790  0.10
C9 0.67130 -2.39684 -0.04145  -0.18
C10 -0.56378 -2.62620 0.64993  0.06
C11 -0.77557 -3.81195 1.33438  -0.12
C12 0.25344 -4.78064 1.37016  -0.18
O2 -0.00192 -5.84707 2.17404  0.03
C13 -1.33537 -5.64041 2.75677  -0.10
C14 -1.90121 -4.33585 2.18431  -0.08
C15 1.45413 -4.62887 0.65134  0.05
C16 1.60880 -3.48889 -0.11383  0.01
C17 2.02594 0.61888 -1.86675  0.07
H1 5.32723 2.31727 -4.38562  0.13
H2 5.42169 3.31489 -2.90486  0.13
H3 3.11515 3.30872 -2.71112  0.13
H4 2.98135 2.38009 -4.21708  0.13
H5 5.53464 -0.99454 -1.18998  0.13
H6 3.50872 -1.87880 0.00425  0.11
H7 -0.00370 -0.48050 -0.69224  0.11
H8 -1.31519 -1.83603 0.67543  0.13
H9 -1.94500 -6.51453 2.50036  0.13
H10 -1.22119 -5.58927 3.84615  0.13
H11 -2.17773 -3.64240 2.98678  0.13
H12 -2.79649 -4.53691 1.58223  0.13
H13 2.19501 -5.41413 0.73617  0.13
H14 2.48558 -3.41953 -0.75777  0.12
H15 1.04801 1.03623 -2.10662  0.13
C18 -3.15804 5.65889 2.30609  -0.08
C19 -4.14874 4.80248 1.57149  -0.21
O3 -3.43757 3.56694 1.28430  -0.01
C20 -4.13148 2.72630 0.50692  -0.50
C21 -3.42622 1.37397 0.38043  -0.18
N1 -2.28037 1.40724 -0.54189  0.00
O4 -5.17718 2.99959 -0.04399  0.11
H16 -3.62424 6.61446 2.53979  0.08
H17 -2.83843 5.18988 3.24082  0.08
H18 -2.27310 5.84581 1.69466  0.08
H19 -5.03376 4.58714 2.18899  0.13
H20 -4.47840 5.27372 0.63527  0.13
H21 -3.12131 1.10711 1.40905  0.12
H22 -4.19142 0.70965 -0.04093  0.12
H23 -2.19901 0.46459 -0.92359  0.05
H24 -2.53899 2.01729 -1.32565  0.08

---

[2]
Molecular formula: C23H21Br2NO4PPtSSe
Method: DFT, ωB97M-V/def2-TZVPD

**Total charge**: +1
**HOMO energy**: -11.25 eV
**Electronic energy**: -9652.79483 hartree
**Kohn-Sham gap**: 7.9 eV
**ΔE to the lowest compared entry with this formula, charge and spin**: 1.511 eV

Each line ends with the Löwdin charge.
CARTESIAN COORDINATES (ANGSTROEM)
Pt1 -0.66551 -0.56401 -1.35200  0.76
S1 1.72757 2.96629 -0.67611  1.09
C1 2.77350 2.20352 -1.78428  -0.36
C2 2.10916 1.40147 -2.65012  -0.10
C3 0.68895 1.44704 -2.47132  -0.41
C4 0.33543 2.23849 -1.37244  -0.44
C5 -0.91399 2.22734 -0.62715  -0.31
C6 -1.45278 3.33566 0.01658  0.01
C7 -2.65004 3.21468 0.68839  -0.01
C8 -3.30336 1.98729 0.71626  -0.02
C9 -2.70163 0.90935 0.11622  -0.09
N1 -1.51754 1.02306 -0.50867  -0.11
H1 3.83603 2.37406 -1.72060  0.08
H2 2.56896 0.82094 -3.43620  0.13
H3 -0.95066 4.28971 -0.06501  0.13
H4 -3.08798 4.07659 1.17358  0.13
H5 -4.25849 1.86385 1.20469  0.12
H6 -3.14036 -0.07842 0.11649  0.13
Br1 -2.93942 -3.43438 -2.07056  0.69
C10 -1.69336 -3.06047 -3.45269  -0.93
Br2 0.04209 -2.40180 -2.80132  0.78
H7 -2.07354 -2.27542 -4.09298  0.00
H8 -1.43884 -3.97675 -3.97093  0.02
C11 -0.07765 -3.17093 0.71406  -0.23
P1 0.20818 -1.39548 0.54270  0.82
C12 -0.49919 -0.59788 1.99644  -0.37
C13 -0.16370 0.73408 2.25197  -0.12
C14 -0.73096 1.39998 3.32250  -0.06
C15 -1.64563 0.74657 4.14231  -0.06
C16 -1.98668 -0.57217 3.89068  -0.06
C17 -1.41538 -1.24605 2.81758  -0.07
C18 2.00549 -1.21143 0.69985  -0.35
C19 2.62464 -0.88277 1.90318  -0.07
C20 4.00953 -0.84218 1.98388  -0.06
C21 4.78340 -1.13685 0.87208  -0.06
C22 4.17373 -1.47209 -0.32957  -0.06
C23 2.79252 -1.50646 -0.41436  -0.11
H9 0.38997 -3.50540 1.64102  0.07
H10 0.39246 -3.68221 -0.12414  0.03
H11 -1.13994 -3.40742 0.71351  0.03
H12 0.55273 1.24518 1.61704  0.10
H13 -0.46128 2.42920 3.52047  0.12
H14 -2.08745 1.26795 4.98112  0.11
H15 -2.69156 -1.08425 4.53171  0.11
H16 -1.69063 -2.27668 2.63448  0.10
H17 2.03488 -0.66056 2.78225  0.11
H18 4.48299 -0.58502 2.92188  0.11
H19 5.86262 -1.10724 0.94074  0.11
H20 4.77438 -1.70364 -1.19904  0.11
H21 2.32775 -1.75661 -1.36053  0.05
O1 0.01264 1.23178 -3.65940  -0.22
Se1 -1.76396 1.12325 -3.84837  0.97
O2 -2.34590 2.46408 -3.21067  -0.36
O3 -2.10549 -0.19540 -2.86946  -0.61
O4 -1.91667 0.76856 -5.38576  -0.36

---

[3]
Molecular formula: C7H10
Method: DFT, ωB97M-V/def2-TZVPD

**SMILES**: C[C@]12C[C@@H]3[C@H](C1)[C@@H]32
**HOMO energy**: -7.93 eV
**Electronic energy**: -272.54012 hartree
**Kohn-Sham gap**: 9.0 eV
**ΔE to the lowest compared entry with this formula, charge and spin**: 4.840 eV

Each line ends with the Löwdin charge.
CARTESIAN COORDINATES (ANGSTROEM)
C1 1.62866 -1.16732 -0.32139  -0.03
C2 0.41571 -0.30557 0.04947  -0.33
C3 0.12228 1.02423 1.36279  0.01
C4 -0.67796 1.56441 0.23210  -0.23
C5 -1.45654 0.42978 -0.45578  -0.16
C6 -0.97034 -0.90045 0.11343  -0.12
C7 -0.06068 0.80808 -0.88686  -0.15
H1 1.80725 -1.99947 0.36790  0.08
H2 1.42226 -1.61717 -1.31124  0.09
H3 2.56772 -0.60916 -0.43852  0.08
H4 -0.44662 0.72122 2.24778  0.09
H5 1.12010 0.61574 1.21167  0.07
H6 -1.07700 2.57435 0.12429  0.13
H7 -2.38164 0.60247 -0.98587  0.12
H8 -1.30430 -1.23078 1.10445  0.11
H9 -1.06755 -1.71055 -0.61151  0.11
H10 0.35866 1.20019 -1.80270  0.14

---

[4]
Molecular formula: C46H61N7O4
Method: DFT, ωB97M-V/def2-TZVPD

**Total charge**: +4
**HOMO energy**: -11.70 eV
**Electronic energy**: -2472.18454 hartree
**Kohn-Sham gap**: 1.3 eV
**ΔE to the lowest compared entry with this formula, charge and spin**: 2.928 eV

Each line ends with the Löwdin charge.
CARTESIAN COORDINATES (ANGSTROEM)
C1 -1.77952 8.06803 -1.54976  -0.01
C2 -1.68754 6.64819 -0.91693  -0.44
C3 -3.12461 6.22735 -0.39935  -0.12
C4 -4.02665 5.69481 -1.51879  -0.17
C5 -3.29532 4.54776 -2.16637  -0.16
C6 -1.96028 4.93178 -2.82071  -0.47
N1 -1.05867 5.64603 -1.83983  -0.07
O1 0.13027 6.07693 -2.36217  -0.04
C7 -2.37596 5.64102 -4.11554  -0.01
C8 -1.28994 3.61229 -3.18679  -0.04
C9 -0.76456 6.73959 0.32766  -0.03
H1 -2.08632 8.81135 -0.81457  0.10
H2 -2.56161 8.11976 -2.31178  0.08
H3 -0.88637 8.39710 -2.07834  0.09
H4 -3.53942 7.19056 -0.10556  0.13
H5 -2.96173 5.45029 0.34684  0.10
H6 -4.33100 6.53609 -2.13667  0.12
H7 -4.82660 5.29278 -0.89407  0.12
H8 -3.96935 4.14286 -2.92211  0.13
H9 -3.05438 3.76591 -1.43987  0.11
H10 -2.83118 4.98668 -4.85560  0.10
H11 -1.54871 6.21841 -4.53602  0.10
H12 -3.04020 6.49086 -3.94522  0.08
H13 -0.75842 3.73362 -4.13426  0.10
H14 -2.09140 2.98951 -3.59539  0.10
H15 -0.70694 3.08962 -2.43231  0.05
H16 -1.08090 6.11117 1.16463  0.06
H17 -0.71354 7.73241 0.77478  0.09
H18 0.27066 6.46769 0.11684  0.07
O2 0.16255 0.54019 -2.98431  0.07
C10 -0.27534 0.04121 -1.79624  -0.85
O3 -1.21973 0.64268 -1.22262  -0.05
O4 0.31671 -0.97033 -1.38712  -0.05
H19 -0.51883 1.23169 -2.93424  0.06
C11 -8.91970 -3.13912 5.57529  0.07
N2 -7.92361 -3.16798 4.44396  -0.07
C12 -6.62182 -2.88091 4.66478  0.03
C13 -5.71719 -2.79623 3.61124  0.05
C14 -6.16824 -2.98436 2.29913  -0.11
C15 -7.52786 -3.33876 2.13127  0.06
C16 -8.38282 -3.42457 3.20634  0.03
C17 -5.32845 -2.83761 1.09632  -0.12
C18 -4.29485 -1.90822 1.16214  0.04
C19 -3.26840 -1.83719 0.20417  0.05
N3 -3.32927 -2.72906 -0.81192  -0.08
C20 -4.36092 -3.60140 -1.01618  0.06
C21 -5.40456 -3.60442 -0.08312  0.07
C22 -2.13006 -2.79225 -1.66302  0.02
H20 -9.36751 -2.15239 5.65495  0.12
H21 -8.37979 -3.55566 6.42245  0.11
H22 -9.66428 -3.88784 5.31000  0.11
H23 -6.26662 -2.69367 5.66766  0.16
H24 -4.66338 -2.76019 3.84723  0.14
H25 -7.91424 -3.51285 1.13741  0.13
H26 -9.44327 -3.60885 3.11408  0.16
H27 -4.21519 -1.15983 1.93855  0.13
H28 -2.40074 -1.19372 0.27415  0.14
H29 -4.31875 -4.08946 -1.97813  0.15
H30 -6.26110 -4.23410 -0.27891  0.13
H31 -1.24820 -3.00569 -1.06605  0.10
H32 -2.14497 -1.93317 -2.32904  0.12
H33 -2.21070 -3.68623 -2.28372  0.10
C23 6.87045 -1.11495 -3.12661  0.07
N4 5.72645 -0.46268 -2.36809  -0.08
C24 6.00595 -0.00359 -1.15158  0.01
C25 4.97482 0.52159 -0.39303  0.07
C26 3.72347 0.85506 -0.98112  -0.11
C27 3.53428 0.38333 -2.30046  0.07
C28 4.55254 -0.30356 -2.97040  0.01
C29 2.61390 1.54139 -0.33036  -0.13
C30 2.02037 0.92012 0.76836  0.04
C31 0.83743 1.39773 1.28424  0.01
N5 0.33986 2.57885 0.84480  -0.06
C32 0.98033 3.32282 -0.04649  0.02
C33 2.07154 2.78200 -0.74024  0.10
C34 -1.07957 2.92285 1.19697  0.06
H34 7.81263 -0.86882 -2.64412  0.11
H35 6.84645 -0.93516 -4.19801  0.11
H36 6.74934 -2.18689 -2.96532  0.09
H37 7.02229 -0.15851 -0.82326  0.15
H38 5.14472 0.85793 0.62061  0.14
H39 2.62199 0.62233 -2.83217  0.12
H40 4.49027 -0.64158 -3.99440  0.16
H41 2.25115 -0.07256 1.12988  0.13
H42 0.24168 0.87232 2.01353  0.14
H43 0.41047 4.13383 -0.49301  0.12
H44 2.48300 3.32739 -1.57775  0.15
H45 -1.43239 2.28427 1.99994  0.10
H46 -1.69913 2.88770 0.30263  0.09
H47 -0.91876 3.96967 1.45502  0.09
C35 7.32653 -5.64076 5.40305  0.04
N6 6.65752 -5.05524 4.19637  -0.11
C36 5.34650 -4.64023 4.29777  0.00
C37 4.69850 -4.20323 3.16768  0.01
C38 5.31745 -4.18902 1.89767  -0.15
C39 6.67584 -4.52389 1.90331  0.01
C40 7.35388 -4.89901 3.06063  -0.01
C41 4.57009 -3.82210 0.68023  -0.17
C42 3.23254 -3.34824 0.75462  0.00
C43 2.50885 -3.16649 -0.39282  -0.04
N7 3.11569 -3.30577 -1.61427  -0.10
C44 4.38709 -3.75513 -1.70192  -0.06
C45 5.11443 -4.04965 -0.57874  0.00
C46 2.26681 -3.19430 -2.84016  0.01
H48 7.08270 -5.06768 6.29693  0.10
H49 8.40328 -5.57821 5.27308  0.10
H50 6.88804 -6.62911 5.52749  0.11
H51 4.86138 -4.91052 5.22353  0.14
H52 3.67903 -3.88711 3.33076  0.10
H53 7.29915 -4.56394 1.02151  0.11
H54 8.41123 -5.11488 3.03391  0.15
H55 2.68275 -3.32394 1.68296  0.10
H56 1.45345 -2.99140 -0.24815  0.11
H57 4.71567 -3.90523 -2.72049  0.13
H58 6.13008 -4.41435 -0.60436  0.11
H59 1.30952 -3.64271 -2.57305  0.09
H60 2.69751 -3.76974 -3.65566  0.10
H61 1.98028 -2.17107 -3.08074  0.07